i:
C8H9NO | wB97M-V/def2-TZVPD

Positions of all 19 atoms, in Å:
C  0.0998  -2.2338  1.2081
C  -0.6166  -1.1013  2.0846
C  -0.3339  0.4725  0.2132
C  0.6951  1.4908  0.0882
C  1.1700  1.8900  -1.1887
C  0.6256  1.3347  -2.3130
C  -0.4544  0.4356  -2.1603
C  -0.9141  0.0663  -0.9605
H  0.0612  -3.0226  1.7136
H  1.3797  -1.9143  1.4569
H  -0.1645  -2.3148  0.3335
H  -0.9639  0.8437  2.1894
H  1.1633  1.7030  0.9735
H  1.8719  2.4754  -1.3790
H  0.9778  1.6360  -3.2528
H  -1.0735  0.0428  -2.9007
H  -1.8774  -0.6835  -0.8124
N  -0.7011  0.1608  1.5204
O  -0.9451  -1.2812  3.1859

Lowest unoccupied orbital energy in eV: 0.812
Net charge: 0
Multiplicity: 1
E_HOMO in eV: -8.97

natural (NBO) population analysis, charges in e, atoms 1 to 4: atom 1 (C): -0.60, atom 2 (C): 0.70, atom 3 (C): 0.15, atom 4 (C): -0.21



ii:
C8H9NO | wB97M-V/def2-TZVPD

Positions of all 19 atoms, in Å:
C  2.5043  0.7955  -0.2274
C  1.6014  0.0077  -0.2796
C  -0.5117  -0.0227  2.0605
C  -0.0996  -0.9692  1.1722
C  -1.2075  1.3766  0.1580
C  -0.6055  1.4161  1.5597
C  0.3319  -0.6701  -0.1568
C  -0.1525  -1.4816  -2.2682
N  -0.9470  0.5964  -0.7281
O  -0.0608  -1.7436  -0.9154
H  3.4355  1.3025  -0.4331
H  -0.9934  -0.2279  2.9838
H  0.0230  -1.9849  1.2835
H  -1.9456  2.0575  0.1110
H  -1.0965  2.0519  2.2659
H  0.4160  1.7644  1.4654
H  0.5917  -0.8032  -2.7137
H  -1.1096  -1.0467  -2.5985
H  -0.1742  -2.4186  -2.7391

Lowest unoccupied orbital energy in eV: 0.885
Net charge: 0
Multiplicity: 1
E_HOMO in eV: -8.62

natural (NBO) population analysis, charges in e, atoms 1 to 4: atom 1 (C): -0.19, atom 2 (C): -0.07, atom 3 (C): -0.14, atom 4 (C): -0.23



i is preferred energetically. Next in line: 55.6 kcal/mol higher.



i:
C41H32AsBN9S3Tl | wB97M-V/def2-TZVPD

Positions of all 88 atoms, in Å:
Tl  -0.5608  -0.6605  0.1253
S  -0.8391  -8.6045  2.9605
N  -0.4171  -7.2574  3.7434
C  -0.6769  -6.2551  2.9310
C  -0.4559  -4.8393  3.2170
C  0.0690  -4.3686  4.4235
C  0.2282  -3.0135  4.5923
C  -0.1291  -2.1630  3.5391
N  -0.6067  -2.6126  2.3934
C  -0.7814  -3.9163  2.2350
C  -1.3642  -4.3461  0.9353
N  -1.6829  -3.3780  0.0733
C  -2.2302  -3.6971  -1.0877
C  -2.4781  -5.0225  -1.4600
C  -2.1485  -6.0259  -0.5769
C  -1.5866  -5.6890  0.6535
C  -1.2266  -6.6734  1.6734
N  -1.3676  -7.9769  1.5702
H  0.3388  -5.0785  5.1956
H  0.6301  -2.5973  5.5059
H  -0.0148  -1.0921  3.6202
H  -2.4885  -2.8618  -1.7379
H  -2.9238  -5.2412  -2.4206
H  -2.3200  -7.0704  -0.8088
S  -3.2814  -0.2921  -2.1578
C  -1.9932  -0.4074  -3.2999
C  -2.2410  -0.7190  -4.6728
C  -1.2079  -0.9614  -5.5419
C  0.1106  -0.9017  -5.0757
C  0.2817  -0.5595  -3.7525
N  -0.7072  -0.2911  -2.8891
H  -3.2733  -0.7844  -4.9890
H  -1.4126  -1.2111  -6.5790
H  0.9605  -1.1031  -5.7143
H  1.2873  -0.4833  -3.3405
S  -1.9804  1.2174  2.4252
C  -2.2091  2.9415  2.2136
C  -2.7876  3.7250  3.2431
C  -2.9234  5.0990  3.1449
C  -2.4791  5.7796  2.0100
C  -1.9158  5.0380  0.9827
C  -1.7879  3.6512  1.0658
As  -1.0012  2.5964  -0.3706
C  0.8924  3.0610  -0.0791
C  1.3725  4.0240  0.8021
C  2.7410  4.2545  0.9153
C  3.6427  3.5238  0.1498
C  3.1743  2.5489  -0.7220
C  1.8089  2.3197  -0.8302
C  -1.3403  3.8469  -1.8680
C  -0.3817  4.6356  -2.5002
C  -0.7271  5.4497  -3.5769
C  -2.0349  5.4795  -4.0418
C  -2.9962  4.6850  -3.4247
C  -2.6501  3.8751  -2.3535
H  -3.1230  3.2040  4.1319
H  -3.3683  5.6526  3.9663
H  -2.5746  6.8562  1.9269
H  -1.5806  5.5493  0.0868
H  0.6779  4.5824  1.4182
H  3.1031  5.0014  1.6123
H  4.7079  3.6948  0.2502
H  3.8719  1.9471  -1.2932
H  1.4436  1.5326  -1.4841
H  0.6441  4.6249  -2.1528
H  0.0323  6.0628  -4.0498
H  -2.3019  6.1070  -4.8844
H  -4.0184  4.6888  -3.7856
H  -3.3981  3.2363  -1.8947
B  4.0409  -1.1984  0.9507
N  3.0999  -0.3345  1.8343
C  3.4052  0.0603  3.0862
C  2.4413  0.9687  3.4881
C  1.5761  1.0638  2.3736
N  1.9730  0.2672  1.3905
N  3.2573  -2.0437  -0.1141
C  3.8896  -2.9120  -0.9175
C  2.9569  -3.4699  -1.7749
C  1.7529  -2.8510  -1.3880
N  1.9498  -2.0029  -0.3835
H  4.6395  -1.9820  1.6786
H  4.8384  -0.4769  0.3641
H  4.2784  -0.3234  3.5910
H  2.3799  1.4965  4.4272
H  0.6679  1.6449  2.2517
H  4.9539  -3.0721  -0.8263
H  3.1218  -4.1901  -2.5609
H  0.7535  -2.9817  -1.7878

Lowest unoccupied orbital energy in eV: 3.178
Net charge: -2
Multiplicity: 1
E_HOMO in eV: -1.68

Mulliken population analysis, charges in e, atoms 1 to 4: atom 1 (Tl): 0.99, atom 2 (S): 0.05, atom 3 (N): -0.71, atom 4 (C): 0.84



ii:
C41H32AsBN9S3Tl | wB97M-V/def2-TZVPD

Positions of all 88 atoms, in Å:
Tl  -0.4017  -0.0187  -0.8769
S  -5.2755  1.4005  -6.6968
N  -5.1098  2.2526  -5.3248
C  -3.8897  2.0260  -4.8794
C  -3.3174  2.5703  -3.6639
C  -4.0406  3.3675  -2.7815
C  -3.4378  3.7792  -1.6145
C  -2.1193  3.3937  -1.3700
N  -1.4146  2.6533  -2.2135
C  -1.9997  2.2269  -3.3345
C  -1.2136  1.3208  -4.2085
N  0.0124  0.9874  -3.7986
C  0.7216  0.1467  -4.5371
C  0.2668  -0.3903  -5.7384
C  -1.0012  -0.0620  -6.1634
C  -1.7641  0.8060  -5.3899
C  -3.1288  1.1605  -5.7247
N  -3.7912  0.7488  -6.7879
H  -5.0666  3.6212  -3.0167
H  -3.9679  4.3736  -0.8828
H  -1.6294  3.6679  -0.4395
H  1.6850  -0.1316  -4.1235
H  0.8866  -1.0848  -6.2885
H  -1.4299  -0.4805  -7.0649
S  -3.2087  -0.8356  -2.6085
C  -2.0319  -1.9274  -3.2546
C  -2.3035  -2.7067  -4.4057
C  -1.3559  -3.5759  -4.8917
C  -0.1199  -3.6762  -4.2525
C  0.0858  -2.8819  -3.1392
N  -0.8254  -2.0396  -2.6539
H  -3.2699  -2.5964  -4.8797
H  -1.5682  -4.1721  -5.7739
H  0.6552  -4.3468  -4.5988
H  1.0298  -2.9094  -2.6051
S  -0.4683  3.4805  1.9434
C  -1.2021  3.1198  3.4704
C  -1.9194  4.0810  4.2107
C  -2.4645  3.7919  5.4477
C  -2.3188  2.5267  6.0096
C  -1.6233  1.5565  5.2975
C  -1.0811  1.8328  4.0485
As  -0.1601  0.5302  2.9259
C  1.6955  1.0505  3.2655
C  2.0478  1.8824  4.3236
C  3.3809  2.1786  4.5692
C  4.3745  1.6421  3.7598
C  4.0259  0.8222  2.6961
C  2.6907  0.5299  2.4445
C  -0.1949  -1.0031  4.1862
C  0.9178  -1.5005  4.8588
C  0.8316  -2.6599  5.6219
C  -0.3700  -3.3431  5.7296
C  -1.4887  -2.8618  5.0607
C  -1.3940  -1.7113  4.2923
H  -2.0272  5.0703  3.7818
H  -3.0075  4.5633  5.9852
H  -2.7383  2.2972  6.9822
H  -1.5013  0.5697  5.7292
H  1.2731  2.3106  4.9492
H  3.6441  2.8344  5.3919
H  5.4168  1.8717  3.9513
H  4.7908  0.4127  2.0489
H  2.4255  -0.1085  1.6072
H  1.8670  -0.9844  4.7836
H  1.7145  -3.0331  6.1284
H  -0.4341  -4.2491  6.3210
H  -2.4327  -3.3903  5.1269
H  -2.2705  -1.3556  3.7589
B  3.4524  -2.1960  -1.3474
N  3.3957  -0.6555  -1.3059
C  4.3716  0.1800  -0.9104
C  3.9375  1.4795  -1.0921
C  2.6488  1.3297  -1.6211
N  2.3363  0.0429  -1.7481
N  2.3798  -2.7981  -0.3719
C  2.2200  -4.1051  -0.1114
C  1.1927  -4.2503  0.8024
C  0.7800  -2.9353  1.0467
N  1.4946  -2.0694  0.3310
H  3.2326  -2.5933  -2.4780
H  4.5598  -2.5344  -0.9741
H  5.2993  -0.2150  -0.5303
H  4.4550  2.3918  -0.8493
H  1.9251  2.0808  -1.9030
H  2.8521  -4.8379  -0.5876
H  0.8056  -5.1619  1.2255
H  0.0002  -2.5737  1.7007

Lowest unoccupied orbital energy in eV: 3.646
Net charge: -2
Multiplicity: 1
E_HOMO in eV: -1.81

Mulliken population analysis, charges in e, atoms 1 to 4: atom 1 (Tl): 0.94, atom 2 (S): 0.03, atom 3 (N): -0.74, atom 4 (C): 0.84



ii is preferred energetically. Next in line: 22.9 kcal/mol higher.



i:
C5H31NO11 | wB97M-V/def2-TZVPD

Positions of all 48 atoms, in Å:
C  1.9421  1.0970  -1.6615
C  2.5402  0.3348  -0.4457
C  1.5786  -0.6181  0.1692
C  0.3632  -0.9912  -0.2320
N  -0.4051  -1.9768  0.4740
C  -0.1550  -2.4522  1.6221
H  2.4787  0.7376  -2.5346
H  1.9538  2.1681  -1.7411
H  0.9023  0.7982  -1.8540
H  2.7958  0.9431  0.4138
H  3.5255  -0.0256  -0.7193
H  1.9436  -1.1155  1.0589
H  -0.2483  -0.5912  -1.0213
H  -0.7429  -3.3046  1.9864
H  0.5226  -2.1063  2.4074
H  -0.7724  -0.9816  -3.0618
H  -1.8154  -1.9864  -3.0727
O  -0.8704  -1.9324  -2.8713
H  -1.6323  2.8324  -1.0104
H  -2.9442  3.4168  -1.7019
O  -2.1709  2.8654  -1.8240
H  2.6102  4.1096  1.3788
H  1.5144  3.5519  2.3943
O  1.7129  3.7849  1.4902
H  -2.7997  -1.0430  -1.4851
H  -2.2399  -1.9478  -0.3721
O  -3.0672  -1.5975  -0.7466
H  -2.9841  0.1115  2.3135
H  -2.1784  -0.6557  1.4440
O  -2.1496  -0.3813  2.3796
H  1.9380  -4.8980  -0.5773
H  1.4565  -4.0231  0.5356
O  2.2676  -4.4163  0.1969
H  0.5119  -3.9151  -2.7276
H  -0.1050  -3.3061  -1.4092
O  0.3500  -4.0715  -1.7874
H  -0.9379  1.0264  2.2746
H  -0.9413  2.5422  2.7376
O  -0.5767  1.6709  2.9121
H  -0.1630  2.1699  0.4316
H  -0.2089  3.6567  0.3707
O  -0.7131  2.9085  0.7239
H  -2.8586  0.8952  -2.6112
H  -1.7030  1.1036  -3.6373
O  -2.2636  0.4480  -3.2189
H  1.1970  2.0420  3.6359
H  1.7535  1.0845  4.5623
O  1.7884  2.0381  4.4109

Lowest unoccupied orbital energy in eV: 0.009
Net charge: 0
Multiplicity: 1
E_HOMO in eV: -9.55

natural (NBO) population analysis, charges in e, atoms 1 to 4: atom 1 (C): -0.62, atom 2 (C): -0.45, atom 3 (C): -0.13, atom 4 (C): -0.11



ii:
C5H31NO11 | wB97M-V/def2-TZVPD

Positions of all 48 atoms, in Å:
O  2.7333  0.9654  -2.5809
C  1.8442  1.5237  -3.1462
C  0.6463  0.9798  -3.8538
C  -0.3553  0.3547  -2.8669
C  0.4478  -0.6431  -1.9583
C  -0.5540  -1.0877  -0.8771
N  -0.4324  -0.3741  0.4607
H  1.7221  2.6420  -2.9424
H  0.9241  0.3007  -4.6566
H  0.0689  1.8647  -4.4508
H  -0.8157  1.0312  -2.2119
H  -1.2353  -0.2884  -3.3859
H  0.6636  -1.5919  -2.5374
H  1.3243  -0.1902  -1.5212
H  -1.5708  -0.9575  -1.1242
H  -0.5721  -2.2069  -0.7474
H  -0.7013  -1.1190  1.2449
H  0.5445  -0.1397  0.6879
H  -3.7146  -2.3748  -0.5015
H  -3.7639  -1.0154  0.1482
O  -4.3876  -1.5928  -0.2040
H  1.4294  1.2887  2.6345
H  1.0441  2.3840  1.8699
O  0.7516  1.9149  2.4932
H  3.0645  1.3574  0.0490
H  2.5554  2.7050  -0.3249
O  2.4806  2.1308  0.4278
H  -1.3110  2.0052  3.7604
H  -1.4370  1.8476  2.3293
O  -1.9137  1.6508  3.1179
H  3.6125  -0.3559  -1.4379
H  4.9460  0.1675  -0.8253
O  4.1556  -0.3641  -0.6142
H  -2.0775  -4.6214  -0.3965
H  -2.0746  -3.5140  0.5864
O  -1.9367  -3.7090  -0.2629
H  -2.2198  -0.3403  3.5105
H  -1.0636  -0.9420  4.2291
O  -1.9229  -1.1514  3.8278
H  -0.1866  3.4447  -0.4333
H  -0.3615  2.0433  -0.8353
O  -0.1590  2.8711  -1.1285
H  3.2301  0.3225  1.7273
H  3.2678  0.6412  3.2857
O  2.9403  0.0276  2.6475
H  -3.8293  -2.4151  1.8607
H  -2.6649  -2.4761  2.8639
O  -3.1361  -2.9937  2.0625

Lowest unoccupied orbital energy in eV: 0.162
Net charge: 0
Multiplicity: 1
E_HOMO in eV: -9.10

natural (NBO) population analysis, charges in e, atoms 1 to 4: atom 1 (O): -0.59, atom 2 (C): 0.49, atom 3 (C): -0.53, atom 4 (C): -0.37



i is preferred energetically. Next in line: 21.3 kcal/mol higher.